Entry 1:
{"formula": "C45H47CdN9O2Se", "method": "ωB97M-V with the def2-TZVPD basis set", "homo_energy_ev": -7.02, "e_lumo_ev": -0.23, "gap_ev": 6.79, "symbols": ["Cd", "O", "C", "C", "C", "C", "C", "C", "C", "N", "C", "C", "N", "C", "C", "C", "C", "C", "C", "C", "O", "H", "H", "H", "H", "H", "H", "H", "H", "H", "H", "H", "H", "H", "H", "N", "C", "N", "C", "N", "N", "C", "C", "C", "C", "C", "C", "N", "C", "C", "C", "C", "C", "C", "H", "H", "H", "H", "H", "H", "H", "H", "H", "H", "H", "C", "C", "C", "C", "N", "C", "Se", "N", "C", "C", "C", "C", "C", "C", "C", "C", "C", "C", "H", "H", "H", "H", "H", "H", "H", "H", "H", "H", "H", "H", "H", "H", "H", "H", "H", "H", "H", "H", "H", "H"], "coordinates": [[-1.33, 0.46, 1.44], [-0.54, 1.59, 3.16], [-1.04, 2.69, 3.60], [-0.63, 3.14, 4.89], [-1.10, 4.29, 5.45], [-2.04, 5.09, 4.79], [-2.46, 4.69, 3.54], [-1.98, 3.52, 2.91], [-2.51, 3.30, 1.59], [-2.20, 2.38, 0.75], [-2.86, 2.30, -0.53], [-3.55, 0.95, -0.71], [-2.59, -0.15, -0.69], [-2.89, -1.27, -0.17], [-4.06, -1.61, 0.67], [-4.88, -2.68, 0.33], [-5.98, -3.02, 1.10], [-6.24, -2.26, 2.25], [-5.42, -1.23, 2.63], [-4.27, -0.86, 1.87], [-3.46, 0.04, 2.28], [0.09, 2.52, 5.41], [-0.75, 4.59, 6.44], [-2.42, 6.00, 5.24], [-3.18, 5.30, 3.00], [-3.26, 4.04, 1.27], [-2.10, 2.41, -1.31], [-3.61, 3.10, -0.64], [-3.98, 0.93, -1.71], [-4.36, 0.83, 0.02], [-2.15, -2.07, -0.33], [-4.66, -3.25, -0.57], [-6.62, -3.84, 0.82], [-7.11, -2.50, 2.85], [-5.62, -0.65, 3.52], [-2.32, -3.26, 3.77], [-2.00, -2.00, 3.48], [-1.06, -1.65, 2.67], [-0.32, -2.63, 2.01], [0.63, -2.31, 1.21], [0.72, -0.94, 1.01], [1.81, -0.40, 1.37], [1.99, 1.06, 1.18], [3.15, 1.69, 1.61], [3.22, 3.07, 1.50], [2.15, 3.75, 0.96], [1.04, 3.03, 0.54], [0.95, 1.71, 0.65], [-0.66, -4.04, 2.24], [-0.02, -5.09, 1.59], [-0.37, -6.39, 1.85], [-1.39, -6.67, 2.77], [-2.04, -5.65, 3.42], [-1.68, -4.33, 3.15], [-3.10, -3.44, 4.39], [-2.60, -1.22, 3.94], [2.62, -0.97, 1.82], [3.96, 1.11, 2.01], [4.10, 3.60, 1.83], [2.15, 4.83, 0.87], [0.17, 3.52, 0.11], [0.77, -4.85, 0.88], [0.13, -7.21, 1.34], [-1.66, -7.70, 2.97], [-2.83, -5.86, 4.13], [2.36, 3.89, -5.33], [3.32, 2.74, -5.01], [4.00, 2.88, -3.66], [3.07, 2.71, -2.46], [2.70, 1.32, -2.24], [1.50, 0.74, -2.52], [0.02, 1.54, -3.23], [1.59, -0.57, -2.15], [0.53, -1.56, -2.28], [0.80, -2.61, -3.36], [0.74, -2.12, -4.80], [1.96, -1.32, -5.26], [2.83, -0.81, -1.60], [3.37, -1.95, -1.02], [4.67, -1.85, -0.53], [5.39, -0.65, -0.60], [4.84, 0.49, -1.17], [3.55, 0.38, -1.66], [2.00, 3.82, -6.35], [2.86, 4.85, -5.21], [1.49, 3.86, -4.68], [4.09, 2.69, -5.78], [2.78, 1.79, -5.05], [4.47, 3.87, -3.58], [4.81, 2.15, -3.57], [2.13, 3.26, -2.59], [3.54, 3.07, -1.54], [-0.38, -1.00, -2.50], [0.41, -2.04, -1.31], [0.05, -3.39, -3.21], [1.78, -3.08, -3.18], [-0.16, -1.52, -4.94], [0.64, -3.00, -5.45], [1.99, -0.34, -4.80], [1.95, -1.17, -6.34], [2.88, -1.84, -5.00], [2.81, -2.87, -0.95], [5.12, -2.71, -0.07], [6.39, -0.61, -0.21], [5.39, 1.41, -1.22]], "lowdin_charge": [1.4398, -0.1946, -0.3897, -0.0334, -0.1012, -0.1182, -0.0731, -0.1479, -0.1147, -0.0739, -0.2256, -0.2115, 0.0055, -0.1646, -0.1777, -0.0610, -0.1225, -0.1111, -0.0352, -0.4531, -0.2064, 0.1049, 0.0983, 0.0904, 0.1025, 0.1234, 0.0543, 0.1156, 0.1277, 0.1111, 0.1083, 0.1094, 0.0891, 0.0965, 0.1072, 0.1464, -0.1377, 0.0839, -0.3096, 0.0712, -0.0296, -0.0861, -0.2840, -0.0171, -0.0561, -0.0480, -0.1304, 0.0872, -0.0842, -0.0140, -0.0717, -0.0703, -0.0117, -0.1724, 0.1604, 0.1359, 0.1332, 0.1155, 0.1098, 0.1088, 0.1063, 0.1090, 0.1047, 0.1076, 0.1157, -0.1152, -0.2567, -0.1802, -0.1558, -0.0069, -0.7201, 0.6926, -0.0093, -0.1668, -0.1826, -0.2478, -0.1022, -0.1687, -0.0178, -0.0871, -0.0890, -0.0163, -0.1613, 0.0720, 0.0733, 0.0279, 0.1061, 0.0797, 0.1155, 0.1053, 0.0800, 0.1133, 0.0632, 0.0909, 0.1129, 0.1034, 0.1019, 0.1024, 0.0244, 0.0737, 0.0777, 0.1093, 0.1022, 0.1013, 0.1138]}

***

Entry 2:
{"formula": "C15H22F5N2O4Si2", "method": "ωB97M-V with the def2-TZVPD basis set", "homo_energy_ev": -11.95, "e_lumo_ev": -6.37, "gap_ev": 5.58, "total_charge": 1, "symbols": ["O", "C", "N", "C", "C", "N", "C", "C", "F", "F", "C", "F", "F", "F", "C", "C", "C", "O", "O", "H", "H", "H", "H", "O", "Si", "C", "C", "C", "Si", "C", "C", "C", "H", "H", "H", "H", "H", "H", "H", "H", "H", "H", "H", "H", "H", "H", "H", "H", "H", "H"], "coordinates": [[2.42, -5.28, 0.78], [1.44, -4.35, 0.93], [0.38, -3.43, 0.93], [0.33, -2.95, -0.51], [1.73, -2.22, -1.07], [1.85, -1.72, -2.50], [0.70, -1.89, -3.47], [0.92, -1.37, -5.03], [1.80, -0.17, -4.95], [-0.42, -1.03, -5.56], [1.64, -2.64, -5.84], [2.94, -3.05, -5.20], [0.72, -3.80, -5.65], [1.83, -2.38, -7.29], [-0.77, -2.56, -3.07], [-0.96, -3.11, -1.52], [-2.36, -3.79, -1.03], [-3.30, -3.22, -0.27], [-2.62, -5.19, -1.47], [2.65, -2.10, -0.35], [2.74, -1.29, -2.84], [-1.65, -2.68, -3.83], [-3.10, -5.11, -2.37], [-0.16, 2.48, 1.50], [-1.02, 1.07, 1.78], [-2.70, 1.46, 2.52], [-0.09, -0.04, 2.98], [-1.28, 0.12, 0.18], [0.45, 3.80, 2.34], [1.33, 4.99, 1.17], [1.68, 3.25, 3.65], [-0.94, 4.74, 3.19], [-2.60, 1.92, 3.51], [-3.29, 0.54, 2.62], [-3.25, 2.15, 1.87], [0.92, -0.25, 2.61], [-0.61, -1.00, 3.10], [0.00, 0.43, 3.96], [-0.32, -0.15, -0.27], [-1.84, 0.72, -0.54], [-1.84, -0.80, 0.37], [2.16, 4.49, 0.67], [1.72, 5.84, 1.73], [0.64, 5.36, 0.41], [1.18, 2.64, 4.41], [2.13, 4.11, 4.14], [2.48, 2.65, 3.20], [-1.42, 4.12, 3.95], [-1.71, 5.04, 2.46], [-0.56, 5.65, 3.67]], "nbo_charge": [-0.4135, 0.8845, -0.5165, 0.1808, 0.0785, -0.4869, 0.1947, 0.6164, -0.3103, -0.2910, 0.9378, -0.3149, -0.3186, -0.2804, -0.1467, -0.0127, 0.7192, -0.4280, -0.6918, 0.2930, 0.4809, 0.3118, 0.5102, -1.2528, 1.9109, -1.1408, -1.1413, -1.1366, 1.8940, -1.1308, -1.1389, -1.1397, 0.2430, 0.2424, 0.2441, 0.2233, 0.2389, 0.2475, 0.2020, 0.2478, 0.2382, 0.2331, 0.2455, 0.2404, 0.2334, 0.2471, 0.2320, 0.2341, 0.2405, 0.2462]}

***

Entry 3:
{"formula": "C28H18AsNO7PtS", "method": "ωB97M-V with the def2-TZVPD basis set", "homo_energy_ev": [-1.75, -2.26], "e_lumo_ev": [4.43, 4.42], "de_lowest_ev": 0.419, "spin_multiplicity": 3, "gap_ev": [6.18, 6.68], "total_charge": -2, "symbols": ["Pt", "O", "C", "O", "C", "O", "O", "O", "C", "C", "C", "C", "C", "C", "C", "O", "O", "H", "H", "H", "H", "H", "C", "C", "C", "C", "C", "C", "As", "C", "C", "C", "C", "C", "C", "C", "C", "C", "C", "C", "C", "H", "H", "H", "H", "H", "H", "H", "H", "H", "H", "H", "H", "H", "S", "C", "N"], "coordinates": [[1.95, -0.66, 0.39], [5.80, -0.88, 2.58], [4.71, -0.46, 2.26], [4.18, 0.06, 1.28], [3.57, -0.48, 3.78], [4.22, -0.18, 4.76], [2.45, -0.79, 3.46], [3.49, 3.12, 1.57], [2.59, 4.04, 1.19], [2.96, 5.38, 1.32], [2.10, 6.39, 0.92], [0.85, 6.08, 0.40], [0.47, 4.76, 0.30], [1.31, 3.72, 0.69], [0.83, 2.29, 0.55], [-0.38, 2.08, 0.49], [1.77, 1.43, 0.47], [3.17, 2.23, 1.28], [3.94, 5.60, 1.73], [2.41, 7.42, 1.01], [0.18, 6.88, 0.09], [-0.50, 4.49, -0.09], [-5.40, -0.12, 0.79], [-4.90, -1.41, 0.78], [-3.53, -1.63, 0.63], [-2.66, -0.56, 0.49], [-3.17, 0.74, 0.53], [-4.53, 0.96, 0.67], [-0.66, -0.77, 0.32], [-0.70, -0.52, -1.62], [-0.79, 0.68, -2.31], [-0.82, 0.68, -3.70], [-0.75, -0.52, -4.40], [-0.66, -1.72, -3.71], [-0.65, -1.74, -2.32], [-0.62, -2.93, -1.47], [-0.52, -4.25, -1.91], [-0.52, -5.29, -1.00], [-0.60, -5.03, 0.36], [-0.68, -3.72, 0.81], [-0.69, -2.67, -0.10], [-6.47, 0.05, 0.90], [-5.57, -2.25, 0.89], [-3.15, -2.64, 0.61], [-2.47, 1.57, 0.46], [-4.92, 1.97, 0.69], [-0.81, 1.61, -1.76], [-0.89, 1.62, -4.24], [-0.77, -0.52, -5.48], [-0.59, -2.65, -4.27], [-0.44, -4.47, -2.97], [-0.42, -6.31, -1.35], [-0.57, -5.85, 1.07], [-0.71, -3.51, 1.87], [3.30, -5.18, 0.08], [2.81, -3.64, 0.13], [2.46, -2.53, 0.12]], "lowdin_spin": [0.6112, 0.1833, 0.1865, 0.1990, 0.1544, 0.1517, 0.1790, 0.0011, 0.0002, 0.0001, 0.0000, 0.0001, 0.0002, 0.0022, 0.0038, 0.0118, 0.0239, 0.0000, 0.0000, 0.0000, 0.0000, 0.0001, 0.0013, 0.0034, 0.0125, 0.0865, 0.0071, 0.0016, 0.1351, 0.0042, -0.0015, -0.0001, -0.0019, 0.0000, -0.0005, -0.0002, 0.0001, -0.0019, -0.0001, -0.0012, 0.0034, 0.0002, 0.0006, 0.0013, 0.0003, 0.0003, -0.0001, 0.0000, -0.0001, 0.0000, 0.0001, -0.0002, 0.0000, 0.0002, 0.0042, 0.0102, 0.0263]}

***

Entry 4:
{"formula": "C5H13N2O", "method": "ωB97M-V with the def2-TZVPD basis set", "homo_energy_ev": -13.31, "e_lumo_ev": -9.05, "de_lowest_ev": 8.347, "gap_ev": 4.26, "total_charge": 1, "symbols": ["C", "N", "C", "C", "C", "O", "C", "N", "H", "H", "H", "H", "H", "H", "H", "H", "H", "H", "H", "H", "H"], "coordinates": [[-2.43, -0.15, -1.16], [-1.46, 0.89, -1.09], [3.31, 1.60, 0.61], [3.02, 0.32, 0.79], [1.98, -0.40, -0.03], [0.73, -0.09, 0.14], [-2.82, -0.71, 0.23], [-1.65, -1.39, 0.73], [-2.04, -1.00, -1.71], [-3.29, 0.21, -1.72], [-0.54, 0.61, -0.72], [2.78, 2.16, -0.15], [4.16, 2.07, 1.09], [3.56, -0.27, 1.53], [2.27, 0.01, -1.05], [2.20, -1.47, -0.20], [-3.16, 0.07, 0.90], [-3.62, -1.44, 0.13], [-1.75, -1.77, 1.67], [-1.77, 1.71, -0.57], [-0.73, -0.93, 0.65]], "nbo_charge": [-0.2600, -0.6058, -0.2902, -0.2195, -0.1339, -0.3940, -0.2374, -0.6185, 0.2233, 0.2512, 0.3868, 0.2012, 0.2337, 0.2428, 0.3696, 0.2335, 0.2208, 0.2293, 0.3948, 0.3779, 0.3943]}

***

Per-record max |F|, eV/A: 0.6 12.2 1.3 1.1